No. 1
Below is 6 unconnected molecules or ions with the total composition C24H30N6 at a distorted geometry, with properties calculated with ωB97M-V/def2-TZVPD.

XYZ file:
```
60
Properties=species:S:1:pos:R:3:forces:R:3:nbo_charge:R:1
N 2.93126 -16.84595 -32.72092 0.269 -1.142 0.945 -0.51
C 3.98296 -16.25197 -32.06181 -0.776 0.387 1.551 -0.07
C 4.04059 -16.81044 -30.76112 0.658 0.129 -2.076 -0.30
C 3.20119 -17.94447 -30.78652 -0.648 0.260 0.529 -0.30
C 2.46886 -17.89991 -31.93686 -0.183 0.419 -1.043 -0.08
H 2.56948 -16.66371 -33.64613 0.391 0.135 0.263 0.41
H 4.49136 -15.40788 -32.50390 -0.033 -0.043 0.164 0.21
H 4.60927 -16.49594 -29.89851 0.346 0.014 -0.392 0.22
H 3.12745 -18.67357 -29.99318 -0.291 0.116 -0.041 0.22
H 1.59822 -18.43963 -32.27904 0.266 -0.271 0.097 0.21
N -8.58182 -10.77357 -35.91261 -0.135 1.477 -0.013 -0.50
C -7.74804 -9.71545 -35.78817 1.870 0.694 1.160 -0.09
C -6.49528 -10.20196 -35.37399 -0.611 1.217 -1.668 -0.30
C -6.54776 -11.59397 -35.45311 -1.146 -0.543 1.068 -0.31
C -7.88936 -11.89549 -35.64941 0.092 -1.811 -0.671 -0.08
H -9.54842 -10.63953 -36.17301 0.222 -0.583 0.168 0.42
H -8.02884 -8.67742 -35.88855 -0.306 -0.228 -0.119 0.21
H -5.59455 -9.61731 -35.25879 -0.169 0.108 0.115 0.22
H -5.73443 -12.26597 -35.22223 -0.256 -0.122 -0.057 0.22
H -8.45087 -12.81653 -35.70216 0.439 -0.209 0.019 0.20
N 2.10741 -9.59041 -33.83612 0.802 0.617 -1.174 -0.52
C 1.50539 -9.24732 -35.02629 0.604 -0.706 -0.758 -0.08
C 2.44520 -8.65646 -35.86026 -0.952 0.179 0.806 -0.31
C 3.62689 -8.48120 -35.10473 0.008 -1.450 0.984 -0.30
C 3.43930 -9.16277 -33.89110 -0.782 0.391 -0.447 -0.08
H 1.68623 -10.27511 -33.22465 0.388 0.363 0.155 0.42
H 0.53520 -9.65018 -35.27698 -0.036 0.232 0.114 0.21
H 2.29487 -8.38972 -36.89595 -0.106 0.193 0.175 0.22
H 4.53121 -8.02527 -35.47987 0.024 -0.081 0.290 0.22
H 4.09008 -9.38565 -33.05852 0.043 0.261 -0.138 0.21
N 0.70241 -0.89631 -39.17779 -1.171 -0.967 1.796 -0.49
C 0.80325 0.20782 -39.91128 -0.074 0.932 -1.020 -0.09
C 1.95192 0.05884 -40.63201 0.827 1.850 -0.773 -0.30
C 2.66527 -1.08662 -40.22003 -1.361 0.400 -0.143 -0.32
C 1.78956 -1.66612 -39.32266 1.615 -1.762 0.034 -0.07
H -0.07930 -1.14016 -38.58655 0.283 0.120 -0.075 0.41
H 0.11366 1.03301 -39.81166 -0.044 -0.218 -0.297 0.21
H 2.27622 0.79316 -41.35451 0.188 -0.002 0.059 0.21
H 3.63310 -1.34523 -40.62356 -0.210 -0.466 0.341 0.23
H 1.86827 -2.61656 -38.81584 -0.051 0.113 0.078 0.21
N -3.69486 -10.85877 -27.69539 1.564 0.304 1.060 -0.52
C -2.39703 -10.56175 -27.27812 -0.747 0.650 -0.565 -0.07
C -1.54744 -11.49666 -27.78717 -0.002 0.444 0.467 -0.31
C -2.35607 -12.43224 -28.48061 1.738 -0.899 0.011 -0.31
C -3.63511 -12.05838 -28.35905 -2.024 0.580 -0.697 -0.07
H -4.45227 -10.26593 -27.38723 -0.195 -0.668 -0.400 0.42
H -2.19952 -9.62234 -26.78325 0.011 -0.176 0.137 0.21
H -0.47887 -11.46321 -27.63407 -0.078 -0.247 -0.181 0.22
H -1.96761 -13.30820 -28.97880 -0.274 0.001 -0.031 0.22
H -4.51275 -12.49161 -28.81562 0.010 0.010 0.193 0.21
N 11.35502 -6.77950 -41.93284 -0.800 0.143 0.265 -0.50
C 10.16851 -7.08996 -41.26968 0.463 0.675 -1.516 -0.10
C 9.31362 -6.00286 -41.52906 -0.398 -3.132 2.755 -0.29
C 10.02039 -4.99897 -42.12873 -0.053 0.598 -1.524 -0.32
C 11.23170 -5.54212 -42.48145 1.014 0.846 0.010 -0.07
H 12.17648 -7.34972 -42.07487 -0.373 -0.011 0.277 0.41
H 10.08046 -8.06441 -40.81241 -0.351 0.224 0.010 0.21
H 8.29826 -6.03706 -41.16264 -0.005 0.443 -0.057 0.22
H 9.53277 -4.06745 -42.37550 0.613 0.137 -0.264 0.23
H 12.06626 -5.12108 -43.02240 -0.110 0.076 0.043 0.20
```
Forces are in eV/Å.

Its total energy is -1260.929373 Eh. As for the HOMO-LUMO gap: 8.6898 eV. Its multiplicity is 1. The calculation puts the largest force on an atom at 0.081 hartree/bohr.



No. 2
Below is a molecular structure, C23H40ClF3N4Pb at a distorted geometry, with properties calculated with ωB97M-V/def2-TZVPD.

XYZ file:
```
72
Properties=species:S:1:pos:R:3:forces:R:3:lowdin_charge:R:1
Pb -0.75990 1.00199 -0.08225 2.146 -1.893 1.251 0.91
Cl -0.24797 -1.53688 -1.06062 0.148 -1.644 -0.797 -0.33
C -3.23370 3.62826 -2.21965 -0.222 0.760 -0.281 -0.09
C -2.40934 1.74437 -1.34781 0.010 -0.961 -0.431 -0.36
N -2.23557 2.69470 -2.29997 0.042 0.700 -1.407 -0.06
H -4.99018 3.65173 -0.78732 0.403 0.241 -0.506 0.09
N -3.55581 2.09533 -0.69874 -1.424 -0.140 0.976 -0.07
H -3.21701 4.46785 -2.89503 -0.387 0.074 0.124 0.08
C -1.03713 2.76392 -3.17054 -0.247 -0.162 0.445 -0.58
C -1.26670 3.55057 -4.45802 0.188 0.046 -0.306 -0.12
C 0.07934 3.44525 -2.41114 0.461 0.462 0.323 -0.08
H -1.40624 4.62079 -4.28796 -0.135 -0.020 0.094 0.05
H -0.33160 3.45244 -5.03036 -0.304 0.089 0.056 0.07
H -2.07674 3.17484 -5.08781 -0.085 -0.094 0.158 0.07
H 0.21230 1.41568 -4.27017 -0.176 0.038 -0.045 0.08
H -1.38011 0.71362 -3.84307 0.005 0.073 -0.051 0.09
H 0.31134 2.92319 -1.47285 -0.019 0.005 -0.292 0.01
C -0.56813 1.35831 -3.49976 0.149 -0.513 -0.413 -0.09
H -0.20175 4.46610 -2.14089 0.123 0.136 -0.137 0.08
H 0.98049 3.43095 -3.03703 -0.035 0.209 0.182 0.09
H -0.09257 0.86339 -2.64902 -0.213 0.042 0.059 -0.01
C -4.07103 3.25671 -1.21706 -0.446 0.294 0.290 -0.07
C -3.33324 1.85415 1.75576 0.405 0.516 0.659 -0.10
H -3.70721 2.83792 2.04001 -0.173 0.165 0.152 0.07
H -3.51795 1.13472 2.57752 0.159 0.387 -0.281 0.09
C -4.04312 1.35845 0.50454 0.440 -0.064 -0.380 -0.57
H -4.47015 -0.77618 0.78069 -0.011 0.318 -0.279 0.07
C -5.53476 1.53518 0.77629 -0.203 -0.146 0.090 -0.11
H -6.18990 1.21843 -0.03955 0.139 0.011 -0.103 0.07
H -2.23963 1.97279 1.62544 -0.688 -0.288 0.193 0.00
H -2.78187 -0.36100 0.93541 -0.375 0.082 -0.626 0.01
H -5.78455 2.56175 1.07033 0.024 -0.079 -0.148 0.06
H -5.75201 0.89353 1.64659 -0.039 0.290 -0.321 0.07
C -3.68687 -0.12561 0.34098 -0.219 -1.031 0.376 -0.13
H -3.50310 -0.42573 -0.70114 -0.069 0.136 0.389 0.07
C 3.98662 -3.85280 0.88977 -0.455 0.109 -0.291 -0.06
N 3.67313 -2.50589 0.64823 0.280 -1.173 0.956 -0.04
H 2.98744 -5.20438 2.37048 0.230 -0.368 -0.063 0.09
N 2.36217 -3.15047 2.24784 1.474 -0.944 -0.572 -0.04
H 4.76635 -4.32922 0.29556 -0.429 -0.233 0.452 0.10
C 4.01300 -1.65093 -0.50760 -0.462 0.078 0.200 -0.57
C 5.49674 -1.71806 -0.80685 0.501 0.356 -0.117 -0.06
C 3.25354 -2.10990 -1.74856 -0.442 -0.121 -0.200 -0.06
H 5.78772 -2.72337 -1.14101 -0.043 0.123 0.094 0.07
H 5.69333 -1.03001 -1.64207 0.074 -0.185 0.224 0.08
H 6.13924 -1.42720 0.03359 -0.206 -0.039 -0.024 0.08
H 3.91354 0.51086 -0.80865 -0.085 -0.367 0.162 0.09
H 3.49928 -0.00908 0.87964 0.267 0.001 -0.500 0.07
H 2.18540 -1.84593 -1.66116 0.364 -0.237 -0.081 -0.01
C 3.43939 -0.27233 -0.18539 0.115 1.021 -0.084 -0.07
H 3.31515 -3.18816 -1.89236 0.186 -0.161 -0.121 0.07
H 3.68084 -1.59340 -2.62005 -0.172 -0.164 0.088 0.08
H 2.36145 -0.27737 -0.42126 0.419 0.134 0.236 0.04
C 3.13821 -4.26099 1.88728 0.032 0.202 -0.469 -0.06
C -0.01866 -3.61090 2.05333 -0.212 -0.272 -0.556 -0.06
H 0.22685 -4.56013 1.57846 0.017 -0.268 0.103 0.08
H -0.94570 -3.71680 2.62055 -0.064 -0.020 -0.047 0.08
C 1.08033 -3.11587 2.97662 0.230 0.311 -0.606 -0.59
H -0.12108 -1.58975 3.88109 -0.013 -0.101 -0.060 0.08
C 1.16798 -3.94225 4.23338 -0.152 -0.008 0.685 -0.06
H 1.94817 -3.59046 4.91720 -0.005 0.027 -0.147 0.08
H -0.17691 -2.88542 1.24073 0.022 -0.265 0.155 0.01
H 0.43315 -1.20372 2.24294 0.157 0.029 0.322 0.05
H 1.33367 -5.00478 4.03752 0.028 0.017 -0.106 0.07
H 0.20921 -3.85322 4.75324 0.091 -0.088 0.031 0.08
C 0.73124 -1.66041 3.19470 -0.243 0.817 0.613 -0.07
H 1.54308 -1.05272 3.59982 0.020 -0.178 0.023 0.08
C 2.77102 -2.09927 1.54163 -1.489 1.993 -0.329 -0.05
F 0.36805 2.24735 2.56620 0.379 0.457 0.133 -0.07
C 0.31195 2.66406 1.23980 -0.202 0.410 -0.084 -0.72
F -0.15938 3.96343 1.30170 0.355 0.714 0.470 -0.06
F 1.64688 2.78796 0.85788 0.061 0.355 0.498 -0.07
```
Forces are in eV/Å.

Its total energy is -2071.846147 Eh. As for the HOMO-LUMO gap (spin up / spin down): 2.5415 / 1.6804 eV. Its multiplicity is 1. As for the net charge: -2. The calculation puts the largest force on an atom at 0.061 hartree/bohr.



| no. | molar mass (g/mol) |
| --- | --- |
| 1 | 402.546 |
| 2 | 672.248 |